Record 1
DFT (ωB97M-V with the def2-TZVPD basis set) results for a single C8H14 molecule in a non-equilibrium geometry.

```
22
Properties=species:S:1:pos:R:3:forces:R:3
C 0.8745 -0.9612 -2.3125 -0.491 -0.276 -0.018
C 1.1786 -0.0030 -1.4394 -0.087 0.602 -1.086
C 2.5945 0.3835 -1.0922 -0.861 -1.650 2.646
C 0.0635 0.6470 -0.6841 0.843 0.146 1.686
C -0.0979 1.9552 -0.5316 0.223 0.705 -0.009
C -0.7415 -0.3375 0.1789 -0.379 0.258 -1.430
C -1.1528 0.0600 1.5786 -0.730 0.877 0.249
C -1.9906 -1.0135 2.2720 -0.390 -0.608 -0.090
H -0.1716 -1.1180 -2.5847 0.230 -0.189 0.276
H 1.5704 -1.6839 -2.7299 0.221 0.528 -0.206
H 2.6946 -0.2700 -0.1473 0.689 0.926 -1.082
H 2.7146 1.3928 -0.7161 -0.129 0.236 -0.321
H 3.3474 0.1074 -1.8045 0.186 -0.126 -0.381
H 0.5804 2.7087 -0.9131 0.068 -0.237 -0.591
H -0.8874 2.4214 0.0493 -0.065 -0.465 0.194
H -0.1499 -1.2563 0.2973 -0.413 0.053 -0.503
H -1.5968 -0.4502 -0.5138 -0.147 -0.986 0.738
H -1.8150 0.9422 1.6171 0.542 0.036 -0.348
H -0.2330 0.3428 2.0968 -0.114 -0.200 0.333
H -1.6328 -2.0421 2.0752 -0.151 0.458 0.125
H -3.0449 -0.9410 1.9594 0.391 -0.205 -0.434
H -2.1044 -0.8843 3.3444 0.562 0.119 0.254
```
Forces are in eV/Å.

Output
gap between HOMO and LUMO	9.872	eV
energy	-8521.2541	eV
multiplicity	1
total charge	0
highest occupied orbital energy	-8.84	eV
SMILES	C=C(C)C(=C)CCC


Record 2
DFT (ωB97M-V with the def2-TZVPD basis set) results for a molecular structure, CH72Li3O39 in a non-equilibrium geometry.

```
115
Properties=species:S:1:pos:R:3:forces:R:3
Li 2.5842 0.1249 0.7953 0.462 -0.084 -0.164
Li 0.2191 -1.4681 -1.2219 -0.124 0.639 -0.304
Li -2.1779 1.5096 0.4974 0.153 -0.009 0.560
C -0.0400 0.4704 0.2578 -1.745 -0.001 -0.013
O 1.0544 -0.0169 -0.1472 -0.061 -0.231 -0.248
O -0.1050 1.5197 1.0060 0.061 -0.337 -0.358
O -1.1873 -0.0888 -0.1384 1.481 0.827 0.295
O 0.3356 -3.4230 2.1378 0.610 0.417 0.487
H 1.0617 -2.7636 2.2065 -0.355 -0.048 -0.035
H -0.4427 -2.9815 2.5360 -0.027 -0.128 -0.449
O -2.3988 -2.4715 2.0302 -0.127 0.131 -0.071
H -2.5462 -2.3096 1.0843 -0.021 -0.369 -0.303
H -2.5292 -1.5825 2.3731 0.143 0.170 0.434
O -3.1174 1.3126 2.4822 -0.626 -0.423 0.956
H -2.8410 1.2167 3.4436 -0.082 0.441 -0.995
H -4.0770 1.1292 2.5385 0.711 0.136 -0.312
O -0.5933 4.8224 3.4515 0.240 0.770 0.370
H -1.5384 4.9390 3.2068 0.178 -0.241 0.028
H -0.3303 5.6572 3.8851 -0.179 -0.641 -0.349
O 4.1425 4.4268 0.2159 0.403 0.048 0.057
H 3.7105 5.2948 0.3182 0.325 -0.147 -0.230
H 5.0907 4.5941 0.0536 -0.757 0.024 0.068
O -5.4136 -3.9510 0.1810 -0.301 -0.306 -0.359
H -4.6730 -3.6720 0.7199 0.376 0.189 0.157
H -5.4828 -4.9021 0.3278 -0.063 0.163 0.080
O 0.4272 -3.1467 -0.5193 0.327 -0.721 1.272
H 0.2972 -3.3395 0.4492 0.293 0.382 -0.215
H -0.3668 -3.5208 -0.8905 -0.462 -0.392 -0.867
O 2.9217 -4.9395 3.3629 -1.062 -0.194 0.512
H 2.0734 -4.6454 2.9784 0.366 0.013 -0.083
H 2.5947 -5.4092 4.1574 0.610 0.246 -0.501
O 3.1960 -4.5966 -0.8901 0.619 -0.353 0.193
H 3.4217 -5.5320 -0.7083 -0.668 0.780 -0.037
H 2.2986 -4.3797 -0.5914 -0.065 -0.367 -0.117
O -0.9108 1.5011 -4.0439 -0.487 -0.194 -0.292
H 0.0216 1.5426 -3.8146 0.407 0.242 0.315
H -1.4105 1.1926 -3.2704 0.252 -0.103 -0.042
O -5.2577 -1.0072 -1.0133 -0.181 0.355 -0.241
H -6.0021 -1.6018 -0.9039 -0.146 -0.067 0.192
H -5.4827 -0.1278 -0.6895 -0.091 -0.089 0.138
O -0.8391 -1.1562 4.3888 0.194 0.123 -0.030
H -0.8181 -1.9921 4.8729 0.007 0.265 -0.014
H 0.0651 -0.7806 4.4290 -0.107 -0.238 0.044
O 5.6488 0.1097 1.8565 0.814 0.849 1.436
H 4.8231 0.4907 2.1652 -0.896 -0.023 -0.371
H 6.2155 0.5655 2.5192 0.202 -0.725 -0.898
O 1.8347 2.2676 -3.2108 -0.352 -0.557 -1.007
H 1.9554 2.4206 -2.2559 0.207 0.164 -0.021
H 2.6314 2.4372 -3.7313 -0.134 -0.093 0.516
O -1.0914 -1.3739 -5.1346 0.495 0.822 -0.565
H -0.7933 -1.6217 -6.0291 -0.264 0.291 0.542
H -1.0186 -0.3863 -5.0581 -0.086 -0.873 -0.043
O -4.0706 1.6391 -0.2956 0.050 0.550 -0.973
H -3.8488 1.4169 -1.2433 -0.276 0.180 0.707
H -4.3330 2.5863 -0.2882 0.295 -0.918 -0.128
O 3.2813 1.8825 1.6129 -0.199 -0.267 0.303
H 3.7778 2.5831 1.1596 -0.277 0.091 0.259
H 2.6605 2.2762 2.2626 0.215 0.133 -0.341
O -4.6420 -4.6075 -3.4231 -1.138 0.859 0.254
H -4.8729 -4.6744 -2.4834 0.491 -0.249 -0.313
H -3.9665 -5.2180 -3.6759 0.589 -0.616 0.202
O 4.1736 -0.2230 -0.3926 -0.393 -0.086 -1.331
H 4.9657 -0.2143 0.1327 0.804 -0.032 0.573
H 4.4682 -0.3624 -1.3246 -0.643 0.128 0.569
O -0.5231 4.4412 -2.2482 -0.428 0.049 0.025
H -1.0171 4.0550 -2.9781 0.004 -0.026 -0.223
H 0.3570 4.0566 -2.3304 0.201 -0.143 0.194
O 4.3580 -0.6044 -3.4048 0.654 0.155 0.204
H 4.0632 -1.5302 -3.4635 -0.206 -0.228 -0.072
H 5.2856 -0.6782 -3.6699 -0.178 0.269 -0.018
O -1.8171 3.6995 0.1624 0.382 0.346 -0.577
H -1.4504 3.9659 -0.7347 -0.082 -0.206 0.936
H -1.0760 3.8252 0.7871 -0.341 -0.243 -0.447
O 1.1886 -1.1271 -2.8624 0.749 1.380 -0.377
H 0.9125 -1.4346 -3.7426 -0.008 0.338 0.301
H 1.5570 -0.2021 -2.9578 -0.380 -1.331 0.007
O -3.2967 0.6069 -2.9213 -0.014 1.484 -0.685
H -3.5203 -0.2925 -3.1115 -0.389 -1.754 0.198
H -3.4729 0.9919 -3.8026 0.161 0.201 0.600
O 1.7989 0.0152 4.5966 -0.066 1.461 -0.283
H 2.1092 0.0035 5.5173 -0.125 0.222 -0.469
H 1.6916 0.9906 4.3096 0.032 -1.614 0.654
O -1.0755 -2.6125 -2.6965 0.492 -0.207 -0.406
H -1.9627 -2.5137 -2.3443 -0.683 0.035 0.289
H -1.1192 -2.3746 -3.6423 -0.073 0.039 0.324
O -2.3822 1.1933 5.1577 -0.277 1.462 0.259
H -1.8427 1.9655 5.4363 -0.420 -0.867 -0.355
H -1.7910 0.4814 4.9324 0.818 -0.876 0.099
O -4.6641 -1.9033 -3.9694 -0.069 0.401 -0.063
H -4.8247 -2.8611 -3.8854 0.209 0.082 0.030
H -5.5279 -1.4758 -3.9990 0.099 -0.200 0.015
O -3.0628 4.8154 2.4368 0.361 0.336 -1.049
H -3.0069 4.6346 1.4701 0.154 -0.002 0.717
H -3.9085 4.4977 2.7235 -0.588 -0.283 0.307
O 3.1896 -3.0366 -3.4693 -0.573 1.900 -0.942
H 2.5897 -2.6011 -2.8456 -0.156 -0.128 -0.027
H 3.3991 -3.8582 -3.0978 0.524 -1.887 1.070
O 2.6743 -1.3790 2.0902 -1.258 0.715 -0.922
H 2.6805 -1.1859 3.0158 0.180 0.146 1.069
H 3.3291 -2.0649 1.8357 0.538 -0.231 0.173
O 1.6426 3.2352 -0.8400 0.417 0.078 0.740
H 2.5766 3.4304 -0.6376 -0.277 0.114 0.117
H 1.3044 2.7176 -0.0811 -0.091 -0.113 -0.171
O -2.8904 -2.0586 -0.8098 0.291 -0.797 0.114
H -2.1746 -1.4336 -0.5904 -0.293 0.631 -0.117
H -3.7339 -1.5923 -0.9840 0.239 0.067 0.282
O 4.3534 -3.1278 1.4814 0.386 -0.440 -0.365
H 4.4153 -3.7192 2.2374 -0.046 -0.265 0.203
H 4.1285 -3.6937 0.7237 -0.006 0.095 -0.112
O 1.0065 2.4814 3.3755 1.336 -0.968 0.477
H 0.4539 2.1085 2.6935 -0.536 -0.790 -1.173
H 0.5996 3.3194 3.5270 -0.607 1.472 0.484
O 2.2943 6.7658 -0.2948 0.390 1.074 -0.572
H 1.6292 6.1643 0.0021 -0.913 -0.577 0.171
H 1.8192 7.4563 -0.8039 0.482 -0.680 0.469
```
Forces are in eV/Å.

Output
gap between HOMO and LUMO	9.261	eV
energy	-82685.4826	eV
multiplicity	1
total charge	+1
highest occupied orbital energy	-11.22	eV


Record 3
DFT (ωB97M-V with the def2-TZVPD basis set) results for 2 unconnected molecules or ions with the total composition C3H11NOS2 in a non-equilibrium geometry.

```
18
Properties=species:S:1:pos:R:3:forces:R:3
C 0.8897 -2.3955 1.4127 1.297 0.127 0.697
C 0.7092 -1.0393 0.7452 -0.312 -0.151 -1.238
N -0.6023 -0.9649 0.1153 -0.213 -0.577 0.243
C 1.1207 0.1302 1.6594 0.582 -0.742 0.287
S 1.8258 1.5857 0.7518 -1.165 -0.786 0.466
S 0.0401 2.6328 0.3586 -0.224 -0.091 0.136
H 0.1796 -2.6677 2.1953 -0.470 -0.074 -0.458
H 1.1010 -3.1767 0.6688 -0.708 0.112 0.318
H 1.8262 -2.3102 1.9816 0.012 -0.194 -0.122
H 1.4139 -1.1017 -0.1007 0.012 0.474 0.307
H -0.8236 -0.2421 -0.5370 0.263 0.282 -0.142
H -1.4043 -1.2593 0.6512 0.180 0.116 0.162
H 0.2935 0.3615 2.3468 0.289 0.458 -0.293
H 1.9334 -0.2953 2.2855 -0.169 0.728 -0.294
H -0.8512 1.6015 0.3056 0.623 0.317 -0.071
O -2.5437 3.4122 -5.1192 -0.577 -0.131 0.018
H -3.2960 2.8458 -4.9046 -0.069 0.263 -0.133
H -1.8120 2.8832 -4.8164 0.649 -0.130 0.116
```
Forces are in eV/Å.

Output
gap between HOMO and LUMO	8.686	eV
energy	-28496.8618	eV
multiplicity	1
total charge	0
highest occupied orbital energy	-8.40	eV
SMILES	C[C@@H](N)CSS.O


Record 4
DFT (ωB97M-V with the def2-TZVPD basis set) results for a molecular structure, C30H26BrGeN9O5PbS in a non-equilibrium geometry.

```
74
Properties=species:S:1:pos:R:3:forces:R:3
Pb -0.2936 0.5316 0.7950 -0.020 -0.041 -1.365
Br -2.4185 -6.4705 3.4606 0.540 1.254 -0.140
C -1.7758 -4.7051 3.3355 -0.797 -1.242 -0.056
C -2.0046 -3.8292 4.4156 0.325 1.119 0.915
C -1.5642 -2.5185 4.3114 -0.314 -0.705 1.646
C -0.8849 -2.0374 3.1857 0.417 -0.612 -1.144
C -0.7028 -2.9663 2.0798 0.604 0.777 -0.507
C -1.1423 -4.2577 2.1560 0.102 -0.026 -0.568
N -0.4493 -0.7297 3.0399 -0.423 0.789 1.901
C -0.3566 0.0886 4.0929 0.038 -1.877 -1.636
C -0.2040 1.4964 3.9361 0.611 2.713 0.763
C -0.2562 2.3404 5.1039 1.000 -1.902 -2.524
C 0.0474 3.6720 4.9661 -0.669 1.080 0.436
C 0.1485 4.2102 3.6980 -0.071 -1.047 -0.687
C 0.0917 3.3657 2.5725 0.485 -0.292 0.928
N 0.0369 2.0510 2.7044 -1.174 -0.824 0.521
H -2.4516 -4.1662 5.3713 0.233 0.112 -0.898
H -1.6452 -1.8910 5.2066 -0.292 -0.199 -0.488
H -0.1788 -2.6328 1.1493 -0.572 -0.344 0.856
H -1.0452 -4.9389 1.3009 0.101 0.390 0.366
H -0.3333 -0.2926 5.1159 -0.221 0.018 -0.148
H -0.3421 1.8606 6.0393 -0.323 -0.233 1.024
H 0.0748 4.2769 5.8750 0.166 0.040 -0.440
H 0.2869 5.2259 3.4362 0.130 1.038 0.479
H 0.1577 3.7717 1.5726 0.044 -0.106 -0.002
O 2.2816 0.4192 0.9171 -0.209 0.640 0.552
S 3.4624 -0.1490 0.3005 -0.830 -2.033 -2.008
O 4.6137 -0.3823 1.0852 0.228 0.594 0.340
O 2.8480 -1.6034 -0.1592 -0.343 1.925 1.436
O 3.7045 0.4761 -1.0537 0.542 0.731 0.333
N -4.2670 3.5182 -3.4040 -0.552 -0.954 0.220
C -3.6788 2.9774 -2.3218 -0.062 0.000 -0.490
N -3.9916 1.6915 -2.0169 0.390 0.076 0.662
N -2.7798 3.7732 -1.6902 -0.785 -1.369 0.343
C -2.0784 3.2003 -0.7605 2.649 -0.997 1.464
N -1.2645 2.7586 0.0033 -2.473 0.903 -1.719
H -5.0354 3.0590 -3.8862 0.409 0.088 0.302
H -4.1289 4.4765 -3.6330 0.312 0.541 0.088
H -4.6241 1.1513 -2.5949 0.152 0.393 -0.035
H -3.6119 1.1506 -1.2143 0.075 0.847 -0.647
Ge 4.7883 1.9012 -2.0311 -1.539 0.193 0.732
C 3.0997 2.6971 -2.7650 -1.212 -0.216 -0.259
C 2.5768 3.8268 -2.0828 1.030 -0.031 1.205
C 1.2180 4.1626 -2.0943 -0.108 -0.277 -1.221
C 0.3998 3.4498 -2.9809 -0.612 0.255 0.815
C 0.8902 2.3578 -3.6934 -0.410 0.202 -0.084
C 2.2007 1.9591 -3.6116 1.629 0.699 0.676
C 3.4399 -2.2972 -1.1743 0.798 -1.661 -0.504
C 2.6034 -3.1238 -1.9262 0.593 0.370 -0.293
C 3.1846 -3.8379 -2.9772 -0.702 -0.872 0.132
C 4.5637 -3.8272 -3.2331 -1.638 1.042 1.158
C 5.3478 -3.0543 -2.4058 1.336 0.531 0.310
C 4.8170 -2.3493 -1.3167 0.029 -0.002 -1.037
H 5.2690 2.8077 -0.8141 -0.032 -0.441 -0.455
H 3.2401 4.4323 -1.4113 -0.514 -0.690 -0.687
H 0.7828 4.9900 -1.5119 0.547 -0.407 -0.331
H -0.6694 3.7285 -3.0422 0.782 -0.261 -0.106
H 0.2355 1.7717 -4.3164 -0.229 0.080 -0.209
H 2.5283 1.1297 -4.2431 0.066 0.123 0.489
H 1.5494 -3.2058 -1.6574 0.293 0.098 -0.363
H 2.5137 -4.5041 -3.5525 0.561 0.494 0.247
H 4.9317 -4.3954 -4.0288 0.711 -0.638 -1.041
H 6.4383 -2.9231 -2.5825 -0.876 -0.489 0.147
H 5.5019 -1.8332 -0.6620 -0.132 0.167 0.074
N -4.8236 -1.1883 -0.3123 -1.877 0.252 -0.676
C -3.4956 -1.2995 -0.4268 0.591 -2.858 -0.532
O -2.7553 -0.3784 0.0090 0.554 0.385 0.028
C -3.0721 -2.6005 -0.9724 0.342 1.923 0.626
C -1.7354 -2.9704 -1.0935 1.731 0.001 -0.192
N -0.6352 -3.3387 -1.2262 -0.970 0.476 0.494
C -3.9293 -3.5545 -1.5255 -2.218 -2.253 -1.060
N -4.5847 -4.4154 -1.9889 1.242 1.985 1.022
H -5.4888 -1.7903 -0.8335 0.968 0.472 0.671
H -5.1759 -0.2994 -0.0072 -0.158 0.084 0.151
```
Forces are in eV/Å.

Output
gap between HOMO and LUMO (spin up / spin down)	4.202 / 2.178	eV
energy	-197803.7750	eV
multiplicity	1
total charge	+2
highest occupied orbital energy (spin up / spin down)	-11.96 / -11.96	eV